{
  "formula": "C37H32FeN7O2PSe",
  "method": "the ωB97M-V functional and the def2-TZVPD basis",
  "symbols": ["Fe", "C", "C", "C", "C", "N", "C", "N", "C", "N", "C", "N", "C", "C", "C", "C", "C", "N", "C", "C", "C", "C", "C", "C", "H", "H", "H", "H", "H", "H", "H", "H", "H", "H", "H", "H", "O", "C", "O", "C", "P", "C", "C", "C", "C", "C", "C", "C", "C", "C", "C", "C", "C", "H", "H", "H", "H", "H", "H", "H", "H", "H", "H", "H", "H", "C", "N", "C", "C", "N", "C", "C", "Se", "H", "H", "H", "H", "H", "H", "H", "H"],
  "positions_angstrom": [[-0.070446, 0.640612, -0.516394], [-1.151202, -1.402626, 3.874942], [0.018997, -2.236002, 3.779328], [1.179099, -1.729836, 3.246937], [1.230559, -0.363815, 2.851330], [0.213188, 0.427837, 3.039481], [-0.950770, -0.094372, 3.490535], [2.464786, 0.041921, 2.330060], [2.737630, 0.593610, 1.205457], [1.832091, 1.021086, 0.220001], [2.510503, 2.033105, -0.524363], [2.069299, 3.028469, -1.220014], [0.725532, 3.458269, -1.234067], [0.318493, 4.589501, -1.953140], [-0.945080, 5.130405, -1.804921], [-1.836754, 4.522907, -0.910899], [-1.353634, 3.402392, -0.286852], [-0.151271, 2.899690, -0.440518], [3.961915, 1.867659, -0.283372], [5.113018, 2.342679, -0.930753], [6.328328, 1.884126, -0.440854], [6.431081, 1.097431, 0.729979], [5.285186, 0.690119, 1.378981], [4.079083, 0.993644, 0.790881], [-2.103856, -1.739603, 4.202408], [0.013644, -3.223761, 4.187616], [2.066979, -2.285067, 3.147689], [-1.733464, 0.633977, 3.615776], [0.982207, 5.073304, -2.689883], [-1.201056, 6.007821, -2.362134], [-2.809316, 4.989095, -0.690333], [-2.039024, 2.899547, 0.399703], [5.114695, 2.945563, -1.862965], [7.219160, 2.115279, -0.924764], [7.384252, 0.976865, 1.136440], [5.292871, 0.144276, 2.277959], [-1.971949, -0.843849, -3.770112], [-1.742926, -0.126515, -2.786655], [-0.623914, 0.415787, -2.422936], [-2.886586, 0.300442, -1.901094], [-2.532674, -0.032612, -0.158841], [-2.780367, -1.814024, -0.037151], [-3.397475, -2.482887, -1.097742], [-3.433130, -3.880856, -1.132604], [-2.950004, -4.590789, -0.004413], [-2.382811, -3.876758, 1.036330], [-2.277464, -2.492733, 1.029421], [-3.910031, 0.638678, 0.860378], [-5.225526, 0.206607, 0.780221], [-6.242925, 0.863259, 1.446575], [-5.950838, 1.922225, 2.289998], [-4.618980, 2.301747, 2.499851], [-3.618532, 1.664244, 1.784234], [-3.832873, -0.161512, -2.270584], [-2.971740, 1.407889, -1.995105], [-3.818444, -1.957223, -1.961881], [-3.912231, -4.413833, -1.947617], [-2.967175, -5.689719, 0.029323], [-2.038430, -4.424222, 1.943596], [-1.725325, -1.977774, 1.840153], [-5.459096, -0.631651, 0.099241], [-7.285681, 0.551324, 1.286438], [-6.718889, 2.479605, 2.811782], [-4.409118, 3.165872, 3.152883], [-2.611808, 1.988819, 1.852356], [1.194436, -1.883576, -3.727817], [2.188237, -1.635091, -2.712464], [3.527414, -1.427707, -3.101158], [4.325668, -1.676408, -2.063595], [3.507791, -2.055271, -0.986026], [4.004121, -2.515783, 0.256949], [2.185642, -1.983624, -1.407527], [0.773949, -2.324056, -0.265940], [1.458798, -2.705169, -4.379435], [1.025075, -0.914416, -4.223943], [0.282864, -2.164200, -3.211154], [3.736078, -1.052329, -4.081726], [5.380894, -1.527945, -1.982590], [5.022029, -2.165050, 0.354807], [4.036575, -3.644288, 0.329896], [3.420654, -2.210769, 1.116366]],
  "forces_ev_per_a": [[0.51, -0.27, 0.37], [2.49, 0.10, -0.48], [-0.81, 1.02, 0.15], [-1.14, 1.01, 0.28], [0.60, -1.31, -0.57], [-0.88, 0.71, -0.45], [0.37, 0.11, 0.46], [0.64, 0.00, -0.17], [-2.27, -0.08, 0.19], [0.48, 1.60, -0.65], [-0.94, -0.91, 0.70], [-0.65, 0.32, -0.63], [1.48, 0.38, -0.10], [0.68, 0.82, -1.28], [0.26, -0.80, 0.49], [0.24, 1.13, -0.43], [-2.06, 0.29, 0.77], [-0.47, -2.05, 0.61], [0.74, -0.33, -0.28], [-0.25, -0.26, -0.55], [-1.14, -0.72, 1.30], [-1.34, 1.32, -1.13], [0.11, 0.15, -0.78], [0.31, 0.72, 0.01], [-0.50, -0.30, 0.35], [-0.13, -0.60, -0.05], [0.81, -0.78, 0.00], [-0.32, 0.10, -0.06], [-0.11, -0.46, 0.66], [-0.18, 0.32, -0.20], [0.48, -0.62, -0.11], [0.52, 0.00, -0.29], [-0.37, -0.34, 0.92], [1.38, 0.63, -0.85], [1.36, -0.62, 0.58], [0.11, -0.68, 1.00], [0.76, 0.95, 1.30], [-0.25, -0.47, -1.16], [0.58, -0.37, 0.03], [-1.95, 0.65, -0.37], [0.22, 0.03, 0.73], [-0.59, 0.72, -1.38], [-0.09, -0.95, -0.64], [-0.04, -0.04, 1.39], [-0.07, 0.23, -0.98], [0.19, -0.81, 1.47], [0.77, -0.59, 0.92], [0.33, 0.69, 0.67], [0.00, -0.74, -1.22], [-0.76, -0.11, 0.12], [0.58, 0.25, 0.35], [-0.48, 0.36, -0.06], [-0.62, -0.40, -0.66], [0.65, 0.63, 0.37], [-0.01, -0.62, 0.04], [0.35, -0.25, 0.49], [0.17, 0.14, 0.00], [-0.09, 0.61, -0.04], [-0.11, 0.40, -0.86], [-0.62, -0.40, -0.79], [0.03, 0.48, 0.44], [0.57, 0.14, 0.14], [-0.15, -0.17, -0.10], [0.05, -0.67, -0.33], [0.77, 0.19, 0.40], [-1.23, 1.08, 0.60], [2.34, -0.46, 0.35], [-0.98, 0.15, -0.13], [-0.52, -0.08, 0.70], [-1.11, 1.00, -2.28], [0.47, -1.82, 1.12], [0.90, -0.55, 0.80], [-0.37, 0.25, -0.35], [0.42, 0.03, -0.22], [-0.16, -0.71, -0.21], [-0.24, 0.14, -0.08], [0.15, -0.05, -0.19], [0.27, -0.13, 0.19], [0.19, 0.17, 0.15], [-0.11, 1.03, -0.40], [-0.22, 0.47, -0.11]],
  "spin_multiplicity": 5,
  "charge": 0,
  "s_squared": 6.012
}


{
  "formula": "C37H32N3",
  "method": "the ωB97M-V functional and the def2-TZVPD basis",
  "symbols": ["C", "C", "C", "C", "N", "C", "C", "C", "C", "C", "C", "C", "C", "C", "C", "C", "C", "C", "C", "C", "N", "C", "C", "C", "C", "C", "C", "C", "C", "C", "C", "C", "C", "C", "C", "C", "C", "C", "C", "H", "H", "H", "H", "H", "H", "H", "H", "H", "H", "H", "H", "H", "H", "H", "H", "H", "H", "H", "H", "H", "H", "H", "H", "H", "H", "H", "H", "H", "N", "H", "H", "H"],
  "positions_angstrom": [[-6.738796, 3.458652, -1.481706], [-7.180739, 3.436915, -0.173042], [-6.713617, 2.476843, 0.700157], [-5.788447, 1.524347, 0.279236], [-5.268547, 0.519258, 1.193749], [-5.876642, -0.801509, 1.192941], [-5.568901, -1.733188, 0.202934], [-6.088887, -3.008447, 0.248606], [-6.939307, -3.371438, 1.274751], [-7.278731, -2.451709, 2.248239], [-6.752468, -1.178112, 2.209113], [-3.933714, 0.685969, 1.735355], [-3.705444, 1.494018, 2.858729], [-2.439040, 1.691326, 3.339934], [-1.310176, 1.114531, 2.710656], [-0.017696, 1.372486, 3.241711], [1.257085, 1.122148, 2.667085], [2.407601, 1.216142, 3.485493], [3.658811, 0.958172, 2.993071], [3.843885, 0.581918, 1.654925], [5.158586, 0.236662, 1.153007], [5.388760, -1.097961, 0.624259], [5.093472, -1.404135, -0.703660], [5.260760, -2.682832, -1.186405], [5.741140, -3.678614, -0.357264], [6.061374, -3.387670, 0.954654], [5.886046, -2.110293, 1.442351], [6.086199, 1.297251, 0.796700], [7.188183, 1.596895, 1.595204], [8.038636, 2.628412, 1.257736], [7.810912, 3.369160, 0.113416], [6.732063, 3.073729, -0.696870], [5.876603, 2.048753, -0.357227], [2.720140, 0.550265, 0.817374], [1.467952, 0.829317, 1.299257], [-1.559091, 0.260527, 1.611267], [-2.829927, 0.058521, 1.141168], [-5.356931, 1.558735, -1.045581], [-5.829039, 2.515144, -1.917790], [-7.101159, 4.214787, -2.160816], [-7.885749, 4.177782, 0.166571], [-7.055108, 2.453049, 1.719142], [-4.916729, -1.445919, -0.601069], [-5.824943, -3.728812, -0.508614], [-7.337995, -4.373048, 1.318302], [-7.947508, -2.734358, 3.044593], [-7.009113, -0.456279, 2.963259], [-4.549719, 1.951100, 3.343509], [-2.282331, 2.301067, 4.214148], [-0.002045, 1.806270, 4.229310], [2.279575, 1.491878, 4.518742], [4.519831, 1.018887, 3.634562], [4.731530, -0.625228, -1.349563], [5.010223, -2.913575, -2.209410], [5.864535, -4.682477, -0.732675], [6.443062, -4.163746, 1.598019], [6.134059, -1.875955, 2.461964], [7.359215, 1.014792, 2.482532], [8.877841, 2.865109, 1.891190], [8.473778, 4.180446, -0.144093], [6.556825, 3.651717, -1.589668], [5.032958, 1.815639, -0.980998], [2.862252, 0.335558, -0.227532], [0.642422, 0.906408, 0.614222], [-0.742593, -0.292575, 1.182931], [-2.997434, -0.596246, 0.304045], [-4.645716, 0.825838, -1.379619], [-5.485501, 2.534199, -2.939113], [0.015552, 0.085830, 6.765717], [0.803975, -0.060801, 7.367222], [-0.010877, -0.671580, 6.109333], [-0.811761, 0.026266, 7.328653]],
  "forces_ev_per_a": [[-0.08, 0.16, -0.11], [-0.08, 0.13, -0.06], [0.33, -0.48, 0.26], [0.24, 0.09, 0.10], [0.27, 0.11, 0.61], [0.45, -0.07, -0.15], [0.07, 0.45, 0.17], [-0.04, -0.21, -0.06], [-0.10, -0.20, 0.04], [-0.08, -0.15, 0.02], [0.38, 0.56, -0.15], [-0.88, 0.03, -0.68], [-0.40, 0.04, -0.33], [0.39, -0.02, 0.07], [0.08, -0.08, 0.03], [0.09, -0.30, -0.61], [-0.26, 0.11, 0.02], [-0.23, 0.18, 0.00], [0.36, 0.05, -0.17], [1.10, -0.42, -0.47], [-0.47, 0.11, 0.55], [-0.41, 0.13, -0.25], [-0.01, 0.41, 0.37], [0.01, -0.21, -0.17], [0.01, -0.18, -0.05], [0.04, -0.19, -0.04], [-0.18, 0.69, 0.12], [-0.16, 0.11, 0.17], [-0.51, -0.41, 0.01], [0.13, 0.11, -0.02], [0.14, 0.15, -0.02], [0.08, 0.18, -0.11], [-0.25, -0.40, 0.30], [-0.03, -0.20, -0.03], [0.00, 0.05, -0.03], [0.11, -0.09, 0.14], [-0.18, -0.14, 0.05], [0.10, -0.25, 0.48], [-0.02, 0.11, -0.17], [-0.04, 0.06, -0.07], [-0.12, 0.07, 0.08], [-0.10, -0.01, 0.28], [0.18, 0.05, -0.26], [0.03, -0.06, -0.15], [-0.05, -0.10, -0.02], [-0.11, 0.00, 0.12], [-0.05, 0.19, 0.23], [-0.18, 0.11, 0.08], [-0.01, 0.15, 0.18], [0.00, 0.10, 0.31], [0.00, -0.03, 0.26], [0.19, 0.01, 0.13], [-0.10, 0.21, -0.22], [-0.01, 0.02, -0.15], [0.03, -0.10, -0.05], [0.07, -0.07, 0.12], [0.04, 0.06, 0.29], [0.05, -0.16, 0.25], [0.12, -0.02, 0.10], [0.07, 0.07, -0.04], [-0.05, 0.05, -0.14], [-0.26, -0.02, -0.21], [-0.01, -0.05, -0.18], [-0.01, 0.00, -0.17], [-0.01, -0.13, -0.12], [0.01, -0.16, -0.12], [0.23, -0.20, -0.13], [0.07, -0.04, -0.14], [0.05, 0.55, -0.47], [0.34, -0.07, 0.29], [-0.02, -0.44, -0.21], [-0.36, -0.02, 0.27]],
  "spin_multiplicity": 1,
  "charge": 1
}


E_tot readings, ordered: -162437.923 -43351.414 eV
Strongest force on any atom readings, ordered: 2.723 1.265 eV/A
ΔE to the lowest compared entry with this formula, charge and spin readings, ordered: 2.5 0.0 kcal per mole